# C5H14NS

An isolated ion of composition C5H14NS and charge +2 (the ωB97M-V functional and the def2-TZVPD basis, the OMol25 dataset).

- HOMO level (spin up / spin down) (hartree) = -0.71770 / -0.74433
- frontier orbital gap (spin up / spin down) (eV) = 12.5 / 8.6
- total charge = +2
- lowest unoccupied orbital energy (spin up / spin down) (eV) = -7.0 / -11.7
- multiplicity = 2
- E_tot (eV) = -17718.926
- energy relative to the best compared isomer or geometry (same formula, charge and spin) (kcal per mole) = 0.2
- ⟨S²⟩ = 0.753

```
21
Properties=species:S:1:pos:R:3:forces:R:3
C -0.309056 1.492242 -2.547164 -0.2 0.4 -0.5
C 0.074811 0.398558 -1.571172 0.0 0.6 0.3
C -1.100456 0.159385 -0.613363 0.2 -0.6 -0.2
C -0.877188 -0.506706 0.761722 -0.1 0.0 0.1
S 0.686799 -0.204162 1.596646 -0.1 0.1 -0.1
C 0.254502 -0.068168 3.305774 -0.1 -0.5 0.1
N 0.480626 -0.829545 -2.357600 0.5 -0.5 -0.3
H -1.333356 1.318194 -2.893518 0.0 0.3 0.1
H 0.297082 1.605633 -3.446280 0.4 -0.5 0.1
H -0.210901 2.473180 -2.082521 -0.4 -0.1 0.2
H 0.963238 0.691442 -1.016260 0.2 -0.1 0.0
H -1.614183 1.108454 -0.468086 0.2 0.1 0.1
H -1.823420 -0.472857 -1.126018 -0.2 0.0 -0.1
H -1.638315 -0.166542 1.450399 -0.3 0.2 0.2
H -1.035599 -1.595886 0.746184 0.4 0.0 -0.1
H 0.559223 0.931353 3.634063 -0.3 0.1 0.0
H 0.870616 -0.772325 3.861938 0.4 -0.1 0.0
H -0.781666 -0.354871 3.477452 0.0 0.5 0.0
H 1.450381 -0.726064 -2.676532 0.0 0.1 0.0
H 0.465058 -1.716855 -1.842930 -0.2 0.1 0.0
H -0.054106 -0.943321 -3.226123 -0.3 0.0 0.2
```
Positions in Å, forces in eV/Å.

=====

# C5H14NSi

An isolated ion of composition C5H14NSi and charge +1 in a non-equilibrium geometry (the ωB97M-V functional and the def2-TZVPD basis, the OMol25 dataset).

- HOMO level (spin up / spin down) (hartree) = -0.52329 / -0.52330
- frontier orbital gap (spin up / spin down) (eV) = 8.4 / 8.4
- total charge = +1
- lowest unoccupied orbital energy (spin up / spin down) (eV) = -5.8 / -5.8
- E_tot (eV) = -14770.284
- energy relative to the best compared isomer or geometry (same formula, charge and spin) (kcal per mole) = 94.1

```
21
Properties=species:S:1:pos:R:3:forces:R:3
C 0.957675 1.664809 0.429834 -0.5 1.1 -0.5
C -0.316579 1.250194 -0.196185 -2.1 -0.4 -1.1
C -0.067349 -0.886741 1.473300 1.7 -0.1 2.4
C -2.223139 -1.261910 -1.121819 1.2 0.5 0.2
C 1.060376 -1.094143 -1.514164 0.1 -2.5 2.2
N 0.947501 1.229770 1.770846 0.9 -2.1 3.4
Si -0.460110 -0.704510 -0.315941 -0.8 1.2 -3.5
H 1.882128 1.495823 -0.131277 -0.2 -0.8 0.4
H 0.898305 2.728439 0.392810 0.1 1.4 0.3
H -1.251053 1.661371 0.333277 1.5 -0.5 -0.6
H -0.390369 1.598928 -1.248941 0.0 -0.2 0.5
H 0.932129 -1.167896 1.871862 -0.6 -0.2 -0.9
H -0.702782 -1.006106 2.395723 0.0 0.7 -1.3
H -2.983501 -1.393192 -0.345524 0.1 -0.2 -0.3
H -2.681384 -0.795227 -2.054038 1.0 0.2 1.5
H -1.852929 -2.202409 -1.513598 -0.4 -0.7 0.2
H 1.057710 -0.816820 -2.590888 0.0 0.7 1.1
H 1.881018 -0.772468 -0.790106 -0.4 0.1 -1.7
H 1.272286 -2.233187 -1.570036 -0.6 1.6 0.2
H 1.889518 1.243267 2.307293 -2.2 -0.1 -1.2
H 0.150548 1.462007 2.417571 1.2 0.3 -1.3
```
Positions in Å, forces in eV/Å.

=====

# C5H14O

A 2-piece molecular cluster, C5H14O overall in a non-equilibrium geometry (the ωB97M-V functional and the def2-TZVPD basis, the OMol25 dataset).

- HOMO level (hartree) = -0.40014
- frontier orbital gap (eV) = 11.8
- lowest unoccupied orbital energy (eV) = 0.9
- E_tot (eV) = -7458.958
- SMILES string = CCC(C)C.O
- energy relative to the best compared isomer or geometry (same formula, charge and spin) (kcal per mole) = 19.1

```
20
Properties=species:S:1:pos:R:3:forces:R:3
C -0.570151 1.089714 -1.869118 1.4 0.0 1.1
C 0.670320 0.893056 -0.963448 1.4 0.7 0.4
C 0.672981 -0.324530 -0.028271 -1.6 -0.4 -0.7
C 1.907086 -1.220916 -0.039344 0.0 1.1 -0.6
C 0.148489 -0.040756 1.387817 1.2 -0.7 0.4
H -0.607267 2.166157 -1.930134 -0.8 0.3 -0.6
H -1.451226 0.664747 -1.395308 -0.2 0.2 -0.1
H -0.390414 0.637707 -2.840187 -0.2 0.0 -0.1
H 0.905263 1.779776 -0.355976 -0.9 0.1 0.2
H 1.583699 0.989928 -1.565131 -0.1 -0.9 -0.4
H -0.144840 -0.902327 -0.466344 0.1 -0.6 0.0
H 1.800782 -1.966843 0.739261 0.4 -0.2 0.0
H 2.026388 -1.667207 -1.027415 -0.1 -0.3 0.1
H 2.792883 -0.591010 0.077435 0.2 -0.2 0.5
H 0.565441 0.856316 1.838089 -0.2 0.3 -0.1
H -0.926880 -0.113933 1.506941 -0.1 0.5 -0.2
H 0.544156 -0.852833 2.006619 -0.2 0.0 0.2
O -3.543177 -0.501995 1.622359 -0.6 0.0 -0.3
H -2.956105 -0.343619 0.875950 0.1 0.0 0.3
H -3.027428 -0.551431 2.426205 0.4 0.0 0.0
```
Positions in Å, forces in eV/Å.

=====

# C5H14O

A 2-piece molecular cluster, C5H14O overall in a non-equilibrium geometry (the ωB97M-V functional and the def2-TZVPD basis, the OMol25 dataset).

- HOMO level (hartree) = -0.38010
- frontier orbital gap (eV) = 11.3
- lowest unoccupied orbital energy (eV) = 0.9
- E_tot (eV) = -7458.356
- SMILES string = CCC.CCO
- energy relative to the best compared isomer or geometry (same formula, charge and spin) (kcal per mole) = 33.0

```
20
Properties=species:S:1:pos:R:3:forces:R:3
C 0.887131 -0.229601 -1.425213 -0.8 0.2 0.4
C -0.606651 -0.113864 -1.159496 -1.4 -0.9 1.5
C -1.580216 0.154486 -2.315871 0.6 -0.6 0.8
H 1.107502 -1.141010 -1.979396 0.1 0.3 -0.6
H 1.398434 -0.388446 -0.477177 0.1 0.3 0.1
H 1.188115 0.712820 -1.880780 0.6 -0.3 -0.3
H -0.936966 -1.016049 -0.621180 0.1 -0.4 -0.6
H -0.832453 0.561163 -0.336256 0.3 0.9 -0.3
H -1.619673 1.228472 -2.487195 0.3 -0.1 -0.9
H -1.252536 -0.537376 -3.093391 -0.2 0.8 -0.7
H -2.606494 -0.133809 -2.087538 0.0 -0.1 0.3
C 0.800907 1.056805 1.909462 1.3 -0.4 -2.6
C 0.067329 -0.284903 2.052813 1.0 1.6 1.8
O 1.073852 -1.289692 2.040430 -0.3 -0.5 0.1
H 0.719708 1.366361 0.859518 -0.5 0.5 0.2
H 1.870567 0.843522 1.863958 0.1 -0.2 0.7
H 0.666946 1.927847 2.531145 -0.6 -0.2 0.5
H -0.386367 -0.159375 3.039262 -0.5 -0.9 0.0
H -0.648232 -0.417447 1.267509 -0.5 -0.2 0.0
H 0.689093 -2.139911 2.299398 0.1 0.3 -0.1
```
Positions in Å, forces in eV/Å.

=====

# C5H14O

A 2-piece molecular cluster, C5H14O overall in a non-equilibrium geometry (the ωB97M-V functional and the def2-TZVPD basis, the OMol25 dataset).

- HOMO level (hartree) = -0.40459
- frontier orbital gap (eV) = 11.8
- lowest unoccupied orbital energy (eV) = 0.8
- E_tot (eV) = -7458.752
- SMILES string = CC(C)(C)C.O
- energy relative to the best compared isomer or geometry (same formula, charge and spin) (kcal per mole) = 23.8

```
20
Properties=species:S:1:pos:R:3:forces:R:3
C 0.826393 -0.287240 1.360484 1.9 -1.3 -0.3
C -0.056129 0.614028 0.590987 0.8 1.9 -0.6
C 0.499600 0.657536 -0.838377 0.3 -0.9 -1.7
C -0.005422 2.060019 1.138856 -0.2 0.8 -1.9
C -1.485984 0.044578 0.657807 1.6 -0.8 -1.4
H 0.784379 -1.228221 0.734779 0.3 0.3 1.3
H 1.889733 0.078581 1.310759 -0.9 -0.4 0.1
H 0.571732 -0.436489 2.423294 -0.1 -0.1 -0.5
H 0.178837 1.559866 -1.421751 -0.6 -1.1 0.3
H 1.631882 0.780969 -0.980135 -1.4 -0.7 0.9
H 0.164534 -0.369430 -1.302010 0.8 2.4 0.3
H -0.727806 2.654238 0.492005 1.0 -0.3 0.8
H 0.987657 2.637625 1.241933 -1.4 -1.4 -0.3
H -0.471303 1.933525 2.060338 -0.6 0.6 2.1
H -1.770881 -0.116807 1.664261 -0.4 -0.2 1.0
H -2.180607 0.640849 0.144586 -1.1 1.2 -0.5
H -1.508675 -0.911186 0.093616 0.1 0.2 0.6
O 0.115994 -2.657622 -2.358278 -0.5 -2.7 -0.7
H 0.130460 -1.829329 -1.958092 0.3 2.1 0.7
H 0.721363 -2.666754 -3.095904 0.2 0.3 -0.1
```
Positions in Å, forces in eV/Å.

=====

Copy entry 2 word for word.
# C5H14NSi

An isolated ion of composition C5H14NSi and charge +1 in a non-equilibrium geometry (the ωB97M-V functional and the def2-TZVPD basis, the OMol25 dataset).

- HOMO level (spin up / spin down) (hartree) = -0.52329 / -0.52330
- frontier orbital gap (spin up / spin down) (eV) = 8.4 / 8.4
- total charge = +1
- lowest unoccupied orbital energy (spin up / spin down) (eV) = -5.8 / -5.8
- E_tot (eV) = -14770.284
- energy relative to the best compared isomer or geometry (same formula, charge and spin) (kcal per mole) = 94.1

```
21
Properties=species:S:1:pos:R:3:forces:R:3
C 0.957675 1.664809 0.429834 -0.5 1.1 -0.5
C -0.316579 1.250194 -0.196185 -2.1 -0.4 -1.1
C -0.067349 -0.886741 1.473300 1.7 -0.1 2.4
C -2.223139 -1.261910 -1.121819 1.2 0.5 0.2
C 1.060376 -1.094143 -1.514164 0.1 -2.5 2.2
N 0.947501 1.229770 1.770846 0.9 -2.1 3.4
Si -0.460110 -0.704510 -0.315941 -0.8 1.2 -3.5
H 1.882128 1.495823 -0.131277 -0.2 -0.8 0.4
H 0.898305 2.728439 0.392810 0.1 1.4 0.3
H -1.251053 1.661371 0.333277 1.5 -0.5 -0.6
H -0.390369 1.598928 -1.248941 0.0 -0.2 0.5
H 0.932129 -1.167896 1.871862 -0.6 -0.2 -0.9
H -0.702782 -1.006106 2.395723 0.0 0.7 -1.3
H -2.983501 -1.393192 -0.345524 0.1 -0.2 -0.3
H -2.681384 -0.795227 -2.054038 1.0 0.2 1.5
H -1.852929 -2.202409 -1.513598 -0.4 -0.7 0.2
H 1.057710 -0.816820 -2.590888 0.0 0.7 1.1
H 1.881018 -0.772468 -0.790106 -0.4 0.1 -1.7
H 1.272286 -2.233187 -1.570036 -0.6 1.6 0.2
H 1.889518 1.243267 2.307293 -2.2 -0.1 -1.2
H 0.150548 1.462007 2.417571 1.2 0.3 -1.3
```
Positions in Å, forces in eV/Å.

=====

> The highest energy relative to the best compared isomer or geometry (same formula, charge and spin) belongs to which entry?

C5H14NSi